The following is a DFT calculation (ωB97M-V/def2-TZVPD) of a structure of composition C17H36GaN6S4.

orbital gap	0.30736	Ha
charge	+3
HOMO energy	-18.32	eV

Last column: Mulliken charge in e.
Geometry (Å):
1 Ga -0.63320 -0.05510 0.29470  0.512
2 C 0.88330 2.54340 1.48580  -0.624
3 C 0.41060 1.68300 2.67240  -0.940
4 N 0.23870 0.25550 2.33690  -0.139
5 C 1.43190 -0.59770 2.46680  -0.948
6 C 2.51460 -0.28030 1.44090  -0.723
7 S 1.91110 -0.25770 -0.29140  0.008
8 C 2.34360 1.39710 -0.88980  -0.720
9 C 1.13100 2.32900 -0.94610  -0.844
10 N 0.24350 2.16500 0.21390  -0.201
11 H 1.96170 2.45710 1.37900  0.334
12 H 0.67440 3.58800 1.72800  0.475
13 H -0.55420 2.06140 3.01960  0.453
14 H 1.13300 1.80520 3.48730  0.477
15 H -0.43270 -0.12070 3.00470  0.421
16 H 1.10060 -1.63660 2.34190  0.354
17 H 1.87940 -0.49970 3.46430  0.573
18 H 3.26900 -1.06860 1.47470  0.588
19 H 3.00430 0.66750 1.65280  0.425
20 H 2.73920 1.25770 -1.89720  0.483
21 H 3.15090 1.78170 -0.26840  0.487
22 H 0.55060 2.09950 -1.84740  0.409
23 H 1.50240 3.35850 -1.02420  0.478
24 H -0.55160 2.78310 0.06360  0.253
25 C -3.68090 1.32060 -1.28710  -0.673
26 C -3.47730 2.30640 -0.13860  -1.050
27 S -2.58750 1.73820 1.34240  0.201
28 C -3.79990 0.74300 2.25910  -1.002
29 C -4.09910 -0.61760 1.65880  -0.741
30 S -2.59920 -1.61810 1.31550  -0.008
31 C -3.10660 -2.36300 -0.25680  0.451
32 C -3.29510 -1.46230 -1.48760  -1.114
33 S -2.35350 0.10190 -1.70010  0.142
34 H -3.79700 1.90070 -2.20430  0.586
35 H -4.59900 0.75540 -1.15020  0.437
36 H -4.45820 2.65820 0.19040  0.542
37 H -2.90800 3.17550 -0.47060  0.392
38 H -4.72070 1.32510 2.33300  0.560
39 H -3.38020 0.64250 3.26050  0.414
40 H -4.65010 -0.52250 0.72720  0.330
41 H -4.69660 -1.19570 2.36740  0.565
42 H -4.05150 -2.86960 -0.04980  0.858
43 H -2.36430 -3.13320 -0.45010  -0.824
44 H -4.34300 -1.18760 -1.59110  0.648
45 H -3.03680 -2.04370 -2.37380  0.498
46 C -0.59350 -6.28090 0.24530  -1.227
47 C 0.05350 -6.30470 -1.13460  0.707
48 C -0.96590 -6.08110 -2.24630  -1.303
49 C 1.21500 -5.28010 -1.20570  -1.058
50 N 0.71900 -3.94200 -1.06010  0.628
51 C 0.24920 -3.09910 -2.00200  -0.450
52 N -0.23360 -2.03880 -1.39480  -0.217
53 N -0.04630 -2.25810 -0.08790  1.047
54 N 0.52010 -3.38420 0.11280  -1.427
55 H -1.44430 -6.95450 0.27350  0.415
56 H -0.95140 -5.28460 0.50960  0.118
57 H 0.11220 -6.60030 1.00670  0.393
58 H 0.51330 -7.28530 -1.28320  0.355
59 H -1.52010 -5.15040 -2.11710  0.135
60 H -1.68360 -6.89610 -2.24400  0.447
61 H -0.49110 -6.06830 -3.22330  0.364
62 H 1.73470 -5.36010 -2.16140  0.447
63 H 1.91260 -5.46970 -0.38840  0.358
64 H 0.27360 -3.26570 -3.05990  0.467

***

The following is a DFT calculation (ωB97M-V/def2-TZVPD) of a cluster of 3 separate species, C17H36I2N3O5 in total.

orbital gap	0.30408	Ha
charge	+1
HOMO energy	-11.44	eV

Last column: Mulliken charge in e.
Geometry (Å):
1 C 2.17333 -4.47849 -0.17270  -0.653
2 C 0.59219 -4.06374 -0.36627  -0.150
3 C 0.28706 -3.11242 -1.66654  -0.145
4 O 1.06836 -1.86770 -1.72803  -0.352
5 N 0.43398 -0.83298 -1.14983  1.039
6 C -0.65416 -0.21428 -2.05247  -0.787
7 C -2.12285 -0.10288 -1.26172  0.224
8 C -3.18372 -1.26730 -1.72346  -0.368
9 C -4.64545 -0.88598 -1.02043  -0.390
10 O -5.72956 -1.82165 -1.40184  -0.319
11 C -6.55056 -1.96203 -0.15364  0.287
12 O -7.17540 -3.11058 0.18597  -0.467
13 C 1.43554 0.29610 -0.90868  -1.201
14 I 0.51921 2.02796 0.15983  0.171
15 C 2.73277 -0.13465 -0.00375  -0.420
16 C 3.98521 -0.78086 -0.90451  -0.746
17 I 2.23411 -1.35389 1.76766  0.078
18 H 2.38965 -4.43692 1.00029  0.180
19 H 2.44659 -5.55699 -0.53501  0.335
20 H 2.80839 -3.62890 -0.67452  0.018
21 H 0.01072 -5.08804 -0.56021  0.390
22 H 0.10641 -3.63447 0.63618  -0.079
23 H -0.87309 -2.97734 -1.73638  0.028
24 H 0.59956 -3.74757 -2.62750  0.315
25 H -0.04317 -1.17116 -0.28573  0.017
26 H -0.87347 -0.93822 -2.97600  0.377
27 H -0.31683 0.80613 -2.52969  0.273
28 H -2.59974 0.97512 -1.44759  0.400
29 H -1.98066 -0.18987 -0.08746  -0.120
30 H -2.91183 -2.34355 -1.28551  0.147
31 H -3.25693 -1.35913 -2.89694  0.303
32 H -4.99227 0.20160 -1.27783  0.289
33 H -4.50070 -0.92064 0.16119  0.106
34 H -6.66740 -1.07355 0.63368  0.303
35 H 1.82239 0.60459 -1.99494  0.584
36 H 3.18327 0.88073 0.43420  0.598
37 H 4.26290 -1.87320 -0.52981  0.211
38 H 4.94855 -0.07647 -0.88082  0.291
39 H 3.64722 -0.78219 -2.04724  0.242
40 C -1.68452 -1.62387 3.17481  0.057
41 O -1.38087 -1.31910 2.02870  -0.621
42 N -2.22012 -0.76880 4.11422  0.143
43 C -2.55307 -1.20846 5.45314  -0.921
44 C -2.45832 0.61311 3.75279  -0.831
45 H -1.54497 -2.64921 3.55425  0.333
46 H -3.62182 -1.04894 5.62210  0.346
47 H -1.97478 -0.62124 6.17206  0.346
48 H -2.32287 -2.26900 5.58820  0.285
49 H -3.14970 0.64530 2.90510  0.215
50 H -1.51079 1.07088 3.45232  0.257
51 H -2.88299 1.16527 4.59515  0.374
52 C 4.35688 4.34783 -0.95688  0.084
53 O 3.90136 3.59225 -0.10820  -0.579
54 N 3.79506 5.54523 -1.34559  0.115
55 C 4.39794 6.38411 -2.36032  -0.907
56 C 2.56319 5.97993 -0.72063  -0.809
57 H 5.29009 4.11415 -1.49475  0.317
58 H 4.62849 7.35916 -1.92177  0.334
59 H 3.68846 6.50876 -3.18323  0.336
60 H 5.31885 5.93697 -2.74500  0.292
61 H 2.72459 6.07294 0.35776  0.291
62 H 1.78921 5.22671 -0.89746  0.156
63 H 2.24106 6.94142 -1.12875  0.378